(1)
This record from OMol25 describes C58H34Br6O8 as an isolated structure. The level of theory is ωB97M-V with the def2-TZVPD basis set.

Its largest force on an atom is 4.19 eV/Å. Its multiplicity is 1. The calculation puts the total energy at -18276.53221 hartree. Its HOMO-LUMO gap is 8.22 eV. As for the energy above the lowest of the compared OMol25 structures with the same formula, charge and spin: 0.00 kJ/mol. For the lowest unoccupied orbital energy, the calculation gives -1.3 eV. As for the HOMO energy: -9.517 eV.

Cartesian coordinates (Å):
C 14.032 19.866 -4.263
C 14.924 20.958 -4.206
C 14.460 22.212 -3.691
C 13.231 22.328 -3.136
C 12.391 21.175 -3.039
C 12.798 19.990 -3.709
C 11.133 21.255 -2.206
O 10.210 20.387 -2.276
C 10.985 22.470 -1.295
C 9.938 22.546 -0.429
C 9.721 23.653 0.381
C 10.657 24.636 0.349
C 11.745 24.601 -0.514
C 11.893 23.552 -1.339
C 13.007 23.606 -2.373
O 13.824 24.555 -2.442
H 14.189 19.003 -4.892
H 15.878 20.980 -4.711
H 15.256 22.940 -3.734
H 12.181 19.116 -3.563
H 9.273 21.698 -0.372
H 8.906 23.800 1.074
H 10.546 25.465 1.033
H 12.346 25.474 -0.718
C 15.563 12.807 -9.919
C 14.799 12.711 -8.743
C 14.195 11.479 -8.516
C 14.224 10.389 -9.405
C 14.967 10.567 -10.567
C 15.716 11.722 -10.733
C 14.968 9.490 -11.618
O 15.727 9.577 -12.587
C 13.949 8.380 -11.497
C 13.798 7.410 -12.534
C 12.817 6.371 -12.342
C 12.042 6.236 -11.188
C 12.198 7.255 -10.219
C 13.124 8.303 -10.332
C 13.442 9.150 -9.098
O 12.817 9.026 -8.100
H 16.023 13.755 -10.155
H 14.634 13.524 -8.052
H 13.521 11.333 -7.684
H 16.226 11.972 -11.652
H 14.217 7.669 -13.495
H 12.773 5.719 -13.203
H 11.426 5.350 -11.153
H 11.606 6.998 -9.353
C 11.618 13.257 -13.664
C 10.258 13.448 -14.089
C 9.303 14.022 -13.245
C 9.697 14.586 -11.984
C 11.008 14.321 -11.590
C 12.006 13.714 -12.408
C 11.625 14.845 -10.276
O 12.807 14.794 -10.081
C 10.682 15.562 -9.464
C 11.184 16.028 -8.208
C 10.330 16.585 -7.314
C 9.010 16.735 -7.575
C 8.476 16.402 -8.822
C 9.331 15.729 -9.766
C 8.801 15.342 -11.090
O 7.660 15.596 -11.446
H 12.290 12.698 -14.299
H 9.867 13.048 -15.013
H 8.327 14.100 -13.703
H 12.994 13.453 -12.057
H 12.226 15.945 -7.938
H 10.804 17.085 -6.482
H 8.453 17.162 -6.755
H 7.429 16.653 -8.908
C 17.032 16.027 -12.337
C 18.416 16.098 -12.649
C 18.842 16.060 -13.999
C 17.886 16.162 -15.073
C 16.498 16.128 -14.658
C 16.133 15.975 -13.326
C 15.408 16.231 -15.704
O 14.191 16.171 -15.346
C 15.845 16.329 -17.167
C 14.890 16.442 -18.164
C 15.152 16.536 -19.543
C 16.527 16.416 -19.899
C 17.476 16.351 -18.972
C 17.202 16.395 -17.552
C 18.286 16.383 -16.562
O 19.480 16.543 -16.891
H 16.758 16.139 -11.299
H 19.072 16.014 -11.795
H 19.889 16.002 -14.258
H 15.094 15.787 -13.101
H 13.843 16.229 -18.003
H 14.374 16.641 -20.285
H 16.745 16.308 -20.951
H 18.504 16.260 -19.291
C 19.720 18.738 -6.260
Br 18.148 18.562 -5.107
Br 19.519 20.170 -7.541
Br 19.853 17.058 -7.425
H 20.626 18.795 -5.657
C 15.414 17.064 -7.268
Br 14.249 16.022 -6.058
Br 14.186 18.026 -8.426
Br 16.474 15.858 -8.365
H 16.101 17.703 -6.714

(2)
This record from OMol25 describes C18H24N6RuSi2 as an isolated structure. The level of theory is ωB97M-V with the def2-TZVPD basis set.

As for the total charge: +2. Its largest force on an atom is 3.38 eV/Å. Its multiplicity is 5. The calculation puts the total energy at -1702.15408 hartree. Its HOMO-LUMO gap (spin up / spin down) is 8.27 / 6.22 eV. As for the energy above the lowest of the compared OMol25 structures with the same formula, charge and spin: 130.21 kJ/mol. For the lowest unoccupied orbital energy (spin up / spin down), the calculation gives -6.5 / -8.6 eV. As for the HOMO energy (spin up / spin down): -14.784 / -14.813 eV. Its expectation value of S² is 6.0107.

Cartesian coordinates (Å):
Ru 13.318 11.659 4.572
C 15.580 10.603 3.339
Si 15.797 11.642 5.000
C 16.530 10.744 6.443
C 16.782 13.296 4.817
C 18.136 13.448 4.764
C 18.712 14.704 4.841
C 17.932 15.753 5.217
C 16.577 15.594 5.382
C 15.979 14.388 5.076
Si 14.114 14.083 5.086
C 13.065 14.545 6.547
C 13.371 14.877 3.509
H 16.489 9.976 3.403
H 15.856 11.152 2.437
H 14.815 9.794 3.075
H 17.524 10.137 6.197
H 15.896 9.947 6.864
H 16.654 11.478 7.181
H 18.760 12.540 4.553
H 19.744 14.768 4.543
H 18.385 16.770 5.274
H 15.904 16.366 5.652
H 12.141 13.936 6.552
H 12.890 15.609 6.643
H 13.599 14.243 7.474
H 12.772 15.772 3.736
H 12.710 14.236 2.948
H 14.150 15.062 2.743
N 10.613 13.628 4.248
C 10.219 12.455 4.802
N 8.940 12.205 4.832
C 8.568 10.936 5.230
N 7.288 10.645 5.193
N 9.435 10.041 5.715
C 10.709 10.338 5.469
N 11.185 11.503 5.081
C 11.674 9.227 5.695
C 11.202 7.940 5.861
C 12.067 6.830 5.920
C 13.428 7.152 5.761
C 13.828 8.472 5.632
N 12.976 9.507 5.596
H 9.811 14.150 4.203
H 11.544 13.989 4.305
H 6.561 11.255 4.912
H 6.981 9.727 5.531
H 10.150 7.781 5.938
H 11.721 5.858 6.188
H 14.209 6.443 5.744
H 14.897 8.701 5.608

(3)
This record from OMol25 describes a 2-piece molecular cluster, CH3NO4S overall. The level of theory is ωB97M-V with the def2-TZVPD basis set.

Its largest force on an atom is 4.10 eV/Å. Its multiplicity is 1. The calculation puts the total energy at -793.71219 hartree. Its HOMO-LUMO gap is 10.53 eV. As for the energy above the lowest of the compared OMol25 structures with the same formula, charge and spin: 58.90 kJ/mol. For the lowest unoccupied orbital energy, the calculation gives -0.1 eV. As for the HOMO energy: -10.617 eV.

Cartesian coordinates (Å):
C -1.024 -0.655 1.215
N 0.302 0.243 -0.549
O -1.994 -0.971 1.825
O -3.739 0.092 0.203
O -3.795 -2.255 -0.469
O -0.965 0.108 0.174
S -4.070 -1.245 0.529
H -0.060 -1.207 1.422
H 1.081 0.337 0.096
H 0.334 1.145 -1.166

(4)
This record from OMol25 describes an isolated molecule of C6H10S. The level of theory is ωB97M-V with the def2-TZVPD basis set.

Its largest force on an atom is 3.63 eV/Å. Its multiplicity is 1. The calculation puts the total energy at -632.70902 hartree. Its HOMO-LUMO gap is 9.20 eV. As for the energy above the lowest of the compared OMol25 structures with the same formula, charge and spin: 263.78 kJ/mol. The SMILES is C=C(C)/C=C\SC. For the lowest unoccupied orbital energy, the calculation gives 0.9 eV. As for the HOMO energy: -8.328 eV.

Cartesian coordinates (Å):
C 0.402 0.373 -1.021
C -0.892 0.176 -1.131
C -2.759 0.797 0.598
C 1.265 -0.487 -0.140
C 1.068 -1.799 0.082
C 2.329 0.248 0.617
S -1.885 -0.623 -0.004
H 0.998 1.013 -1.592
H -1.485 0.875 -1.785
H -2.149 1.633 0.055
H -3.757 0.687 0.197
H -2.718 0.804 1.651
H 1.542 -2.410 0.737
H 0.402 -2.450 -0.489
H 1.838 0.739 1.464
H 2.701 0.809 -0.188
H 3.101 -0.386 0.949